The following is a quantum chemistry calculation of 4 unconnected molecules or ions with the total composition C35H63N4O3P, from the Open Molecules 2025 dataset.

Calculated values
- LUMO level (eV) = 0.5
- charge = 0
- gap between HOMO and LUMO (eV) = 8.64
- energy relative to the best compared isomer or geometry (same formula, charge and spin) (eV) = 0.450

Geometry as XYZ:
```
106
Properties=species:S:1:pos:R:3:forces:R:3
C -1.5599 -6.4003 -1.6859 -0.25 0.74 -0.65
C -1.1774 -6.5375 -3.1401 1.05 -1.77 0.46
O -0.3900 -7.3639 -3.5173 -0.69 1.11 -0.04
O -1.7506 -5.6527 -4.0760 -0.27 0.28 -0.40
C -2.8332 -6.1734 -4.7141 -0.63 -1.94 0.31
O -3.3800 -7.1688 -4.2734 0.52 0.92 -0.24
C -3.3339 -5.5324 -5.9782 0.34 0.89 1.03
P -4.2181 -3.8950 -5.7013 -1.10 0.49 -0.83
C -2.9762 -2.5043 -5.7990 0.65 -1.15 0.02
C -1.5161 -2.8416 -5.4161 0.27 0.96 0.30
C -1.1179 -2.5395 -3.9825 -0.29 -0.22 -0.38
C -1.7033 -1.5534 -3.2244 -0.90 0.69 -0.73
C -1.3564 -1.3080 -1.9220 -0.40 0.58 0.50
C -0.3786 -2.0570 -1.3134 -0.30 0.58 0.54
C 0.2458 -3.0162 -2.0678 0.86 -0.52 0.95
C -0.1159 -3.2513 -3.3663 0.64 -0.91 -0.55
C -4.9259 -3.9539 -4.0046 1.12 0.21 -0.34
C -4.8783 -2.8758 -3.1426 0.16 0.52 -0.08
C -5.4311 -3.0061 -1.8900 0.20 0.42 -0.09
C -6.0085 -4.2057 -1.5636 -0.61 -0.16 1.45
N -6.1164 -5.2547 -2.3622 0.11 0.18 -0.10
C -5.5714 -5.0915 -3.5550 -0.11 -0.94 -0.95
H -2.5338 -5.9106 -1.6269 0.08 -0.11 0.29
H -1.5478 -7.3800 -1.2167 -0.13 -0.03 -0.17
H -0.8070 -5.7869 -1.1824 -0.12 0.10 -0.11
H -2.5429 -5.3767 -6.7149 -0.06 0.03 0.08
H -4.0965 -6.1950 -6.3768 0.15 -0.07 -0.04
H -2.9675 -2.2246 -6.8560 -0.23 -0.10 0.06
H -3.3716 -1.6356 -5.2740 0.01 -0.10 0.03
H -1.2287 -3.8731 -5.6239 -0.25 0.07 -0.12
H -0.8730 -2.2174 -6.0528 -0.01 -0.13 0.03
H -2.4765 -0.9339 -3.6676 0.06 0.03 0.06
H -1.8795 -0.5231 -1.3842 0.11 -0.03 0.06
H -0.1460 -1.8508 -0.2754 0.26 -0.22 -0.05
H 1.0259 -3.6064 -1.5963 0.02 -0.05 -0.19
H 0.4048 -4.0419 -3.8992 -0.08 0.05 -0.10
H -4.4214 -1.9378 -3.4271 0.05 -0.07 -0.01
H -5.3916 -2.1988 -1.1710 -0.05 -0.02 -0.01
H -6.4166 -4.3082 -0.5590 -0.05 -0.17 -0.13
H -5.6416 -5.9321 -4.2429 -0.09 -0.07 0.23
C 4.3585 -1.9043 0.5328 0.02 -0.05 0.02
C 3.7958 -0.8045 1.4209 0.19 -0.08 -0.03
N 2.6017 -1.1978 2.1463 -0.30 0.05 0.00
C 1.9227 -0.0795 2.7793 -0.10 0.22 -0.06
C 2.6550 0.6675 3.8993 -0.10 0.09 0.09
C 2.7164 -2.4008 2.9536 0.14 -0.30 -0.06
C 3.7874 -2.4310 4.0516 -0.07 -0.08 0.13
H 3.6053 -2.2632 -0.1707 -0.03 -0.01 0.05
H 5.2005 -1.5171 -0.0426 -0.01 0.02 0.01
H 4.7261 -2.7525 1.1122 -0.01 0.00 -0.02
H 3.5417 0.0418 0.7763 -0.12 0.06 0.13
H 4.5934 -0.4538 2.0944 0.05 0.03 -0.04
H 0.9547 -0.4197 3.1591 0.05 -0.14 0.00
H 1.6792 0.6453 1.9949 0.10 -0.05 -0.07
H 2.6572 0.1043 4.8313 0.09 -0.02 -0.01
H 2.1414 1.6108 4.1023 0.00 -0.01 -0.02
H 3.6845 0.9096 3.6322 0.00 -0.03 0.00
H 2.8989 -3.2432 2.2809 0.05 0.08 -0.06
H 1.7425 -2.6195 3.3993 -0.04 0.19 -0.02
H 4.7403 -2.0203 3.7152 -0.02 0.01 -0.03
H 3.9677 -3.4633 4.3588 0.00 0.00 -0.02
H 3.4727 -1.8875 4.9413 0.08 0.08 -0.02
C -1.0094 2.8212 1.7829 0.07 0.03 0.07
C -1.9276 3.2866 0.6642 0.07 0.06 0.22
N -2.9426 2.3088 0.3231 -0.19 -0.22 -0.36
C -3.6516 2.6226 -0.9083 0.06 0.07 -0.22
C -4.5158 3.8888 -0.9367 -0.12 -0.03 -0.12
C -3.7781 1.8420 1.4173 0.10 -0.08 0.34
C -4.5924 2.8828 2.1962 -0.15 -0.07 0.03
H -0.5433 1.8676 1.5285 -0.06 -0.03 0.02
H -0.2153 3.5537 1.9384 -0.01 0.01 -0.01
H -1.5355 2.7101 2.7322 0.01 -0.01 -0.01
H -1.3079 3.4633 -0.2193 -0.16 -0.04 -0.11
H -2.3599 4.2612 0.9391 0.04 0.03 0.02
H -4.2737 1.7674 -1.1898 0.00 -0.05 0.16
H -2.9086 2.7046 -1.7088 0.11 0.02 0.11
H -5.4502 3.7552 -0.3940 0.03 0.05 0.07
H -4.7816 4.1253 -1.9695 0.02 -0.01 0.00
H -3.9950 4.7558 -0.5298 0.01 -0.02 0.03
H -3.1387 1.3129 2.1289 0.07 0.06 -0.04
H -4.4543 1.0706 1.0391 0.02 0.08 -0.18
H -4.0146 3.7803 2.4208 0.03 -0.01 -0.02
H -4.9158 2.4567 3.1483 0.02 -0.01 0.00
H -5.4934 3.1779 1.6607 0.04 0.10 -0.01
C 4.7833 3.4788 1.3317 0.04 0.02 -0.03
C 4.1638 4.2805 2.4671 -0.07 0.00 -0.22
N 5.1351 4.8505 3.3807 0.09 -0.02 0.26
C 4.5368 5.3829 4.5939 -0.14 -0.08 0.17
C 3.5890 6.5815 4.4649 0.01 0.07 0.14
C 6.1663 5.6761 2.7752 0.19 -0.05 -0.28
C 5.7238 6.9016 1.9651 0.11 0.12 0.04
H 5.4265 2.6857 1.7173 0.03 0.04 0.02
H 3.9945 3.0146 0.7370 -0.01 0.01 0.02
H 5.3695 4.1053 0.6579 0.01 -0.02 0.00
H 3.5182 3.6006 3.0305 0.02 0.12 0.16
H 3.5037 5.0490 2.0344 -0.06 -0.04 -0.04
H 5.3345 5.6387 5.2969 0.09 0.01 -0.11
H 3.9866 4.5675 5.0751 0.00 -0.06 -0.12
H 4.1297 7.5096 4.2860 -0.03 0.00 -0.09
H 3.0380 6.7120 5.3990 0.01 -0.02 -0.01
H 2.8536 6.4458 3.6713 0.03 -0.01 -0.02
H 6.7689 5.0394 2.1219 -0.09 -0.06 -0.01
H 6.8629 5.9963 3.5542 -0.14 -0.02 0.13
H 4.8772 6.6855 1.3119 0.00 -0.03 0.02
H 6.5469 7.2380 1.3310 0.00 -0.02 0.00
H 5.4580 7.7395 2.6079 -0.10 -0.01 -0.03
```
Forces are in eV/Å.


The following is a quantum chemistry calculation of C5H5NO2 in the gas phase, from the Open Molecules 2025 dataset.

Calculated values
- LUMO level (eV) = -0.4
- charge = 0
- gap between HOMO and LUMO (eV) = 8.47
- energy relative to the best compared isomer or geometry (same formula, charge and spin) (eV) = 3.382

Geometry as XYZ:
```
13
Properties=species:S:1:pos:R:3:forces:R:3
C -0.0162 0.7051 1.9923 -2.07 1.21 3.12
C 0.1012 0.4568 0.7377 1.09 -3.32 -5.89
C 1.1357 -0.3598 -1.2052 3.48 -1.50 1.45
C -0.2361 -0.5063 -1.3534 -3.54 1.36 -2.59
C -0.8533 0.0539 -0.3209 -2.77 0.52 2.69
H -1.9663 0.1433 2.1350 0.40 -0.06 -0.24
H 0.8566 1.2280 2.4356 -1.05 -0.95 0.82
H 1.4632 -1.1210 -2.8208 2.03 0.32 1.71
H -0.6600 -0.6722 -2.3837 0.22 -0.27 1.50
H -1.9553 0.2476 -0.0508 1.69 -0.57 -1.23
N 2.0808 -0.8321 -1.9563 -2.87 0.77 -1.01
O -1.3063 0.5714 2.6921 3.02 1.08 -0.77
O 1.3560 0.0853 0.0984 0.38 1.39 0.44
```
Forces are in eV/Å.


The following is a quantum chemistry calculation of a molecular structure, C44H46BFN8NaO2S, from the Open Molecules 2025 dataset.

Calculated values
- LUMO level (spin up / spin down) (eV) = 0.7 / 0.7
- charge = -1
- gap between HOMO and LUMO (spin up / spin down) (eV) = 4.94 / 3.37
- energy relative to the best compared isomer or geometry (same formula, charge and spin) (eV) = 4.208

Geometry as XYZ:
```
104
Properties=species:S:1:pos:R:3:forces:R:3
Na 2.6679 2.3103 1.5939 -0.75 0.35 -0.81
C -3.1028 6.7861 2.2741 -0.62 1.45 -0.59
C -1.9348 6.0021 1.8259 2.55 -1.31 -1.48
C -1.5413 5.8133 0.4686 -0.53 1.09 1.14
C -0.2566 5.3746 0.0443 -0.84 -0.13 0.06
C 0.0996 5.5680 -1.2913 -0.77 -0.44 0.83
N 1.2618 5.1528 -1.8459 2.49 -0.16 0.23
C 1.3167 4.2445 -2.9697 -0.97 -1.21 0.16
C 2.6675 4.3245 -3.6595 0.01 1.26 -1.06
C 3.2048 3.1180 -4.4294 -1.02 -0.65 -0.85
N 3.3969 2.0161 -3.4910 0.34 -0.48 0.07
C 4.3130 1.0650 -3.4336 -0.77 -0.67 0.82
C 4.4581 0.1211 -2.3501 0.12 1.31 0.04
C 5.4450 -0.8561 -2.5329 0.30 -2.27 0.66
C 5.4996 -2.0065 -1.6818 0.16 2.85 -1.30
C 6.4681 -3.0857 -1.9383 0.22 -1.24 -0.08
C 4.7062 -1.9575 -0.5437 -1.12 -1.31 0.89
C 3.8358 -0.9349 -0.1933 0.69 0.59 0.32
C 3.1851 -0.9515 1.1108 -1.00 -1.25 1.30
N 2.6842 0.0120 1.7868 0.61 -0.56 -0.79
C 2.2040 -0.3211 3.1137 0.69 -0.09 1.25
C 0.7164 -0.2355 3.3523 -1.27 -0.35 -0.10
C 0.1445 1.1419 3.7391 1.35 -0.74 -0.34
N 0.2707 2.1155 2.6474 -0.09 1.34 1.17
C 0.2991 3.3319 3.0991 0.22 -0.46 -0.06
C -0.0207 4.4941 2.2562 0.93 -0.04 -0.19
C -1.0131 5.4042 2.6838 -0.97 -0.63 0.72
C 0.5557 4.6167 0.9775 -0.50 0.77 0.02
O 1.7211 4.1884 0.6417 0.49 -0.79 0.12
C 3.7250 0.2311 -1.0337 -0.30 0.21 -2.23
O 2.9896 1.2200 -0.8396 0.31 -0.14 0.32
H -4.0842 6.4227 1.9329 0.40 -0.15 -0.14
H -3.0160 7.8500 1.8943 -0.18 -0.96 0.51
H -3.1711 6.8079 3.3524 0.12 0.08 0.35
H -2.2298 6.1991 -0.2595 -0.10 0.20 -0.63
H -0.5960 6.0461 -1.9169 -0.90 0.57 -0.93
H 1.8497 4.7985 -1.0527 -0.42 0.10 -0.68
H 0.4749 4.4296 -3.6699 0.43 -0.10 0.39
H 1.1949 3.2240 -2.5561 -0.38 -0.03 -0.26
H 3.3360 4.5458 -2.8508 0.78 0.51 0.15
H 2.5429 5.1853 -4.3669 0.80 -0.54 0.61
H 4.1101 3.2483 -5.0353 -0.02 0.41 0.54
H 2.4337 2.8432 -5.1763 0.18 -0.18 0.29
H 2.6903 2.0184 -2.7635 0.38 -0.18 0.73
H 4.9140 0.8384 -4.3319 -0.07 0.68 0.47
H 6.1869 -0.7686 -3.3581 -0.81 -0.17 0.39
H 6.0720 -4.1191 -1.7900 0.08 0.79 -0.21
H 7.3667 -3.0302 -1.3518 0.38 0.13 0.77
H 6.8494 -2.9848 -2.9366 -0.04 -0.26 -0.76
H 4.7187 -2.8933 0.0839 -0.02 1.16 -0.32
H 3.0786 -1.9812 1.5906 0.45 0.86 -0.64
H 2.7405 0.3544 3.7812 -0.03 0.32 0.30
H 2.5473 -1.3044 3.4517 0.07 -0.30 -0.39
H 0.3550 -0.9551 4.1404 0.68 0.55 -0.69
H 0.3015 -0.6146 2.4016 -0.45 0.34 0.40
H 0.6776 1.4901 4.6567 -0.24 -0.13 -0.32
H -0.8985 1.0163 4.0040 -0.29 0.00 -0.11
H 0.4966 3.4702 4.1882 -0.61 0.17 -0.35
H -1.1704 5.4779 3.7503 -0.21 -0.18 0.31
N -2.6528 -2.7758 -3.2887 -0.56 -1.50 -1.36
C -3.2598 -1.5919 -3.7640 1.01 1.49 0.85
C -3.1479 -1.1860 -5.0931 -1.28 0.01 -0.38
C -3.7113 0.0584 -5.4361 -0.24 1.03 -0.46
C -4.2123 0.9439 -4.4612 -0.13 0.36 -0.58
C -4.2253 0.5862 -3.1164 0.13 -0.60 -0.88
C -3.6901 -0.6518 -2.7761 -0.20 -0.10 -1.10
S -3.4304 -0.9149 -1.0817 -1.50 1.06 0.66
N -2.2964 -2.0416 -1.0589 2.32 -4.12 -1.87
C -2.0891 -2.8897 -2.0505 -0.55 2.35 2.58
C -1.2269 -4.0787 -1.8683 0.25 -0.59 -0.04
C -1.6458 -5.3337 -2.3253 0.58 -0.12 0.09
C -0.7946 -6.4449 -2.1560 -0.75 1.62 -0.12
C 0.4594 -6.2135 -1.6261 1.30 -0.14 -0.33
C 0.7990 -4.9256 -1.2187 -0.06 0.36 -0.29
N -0.0407 -3.8912 -1.3151 0.86 0.02 0.51
H -2.4656 -3.5612 -3.9395 -0.21 1.31 0.57
H -2.8010 -1.8642 -5.9013 -0.09 0.47 0.80
H -3.7975 0.4063 -6.4968 0.40 -0.58 1.02
H -4.5549 1.9715 -4.7303 0.14 -1.13 -0.01
H -4.6843 1.2211 -2.3599 0.48 0.01 -0.07
H -2.5744 -5.3729 -2.8822 -0.14 -0.46 0.33
H -1.1395 -7.3985 -2.4781 0.05 -0.66 -0.26
H 1.3014 -6.9262 -1.7130 -0.92 0.05 0.46
H 1.8336 -4.6990 -0.8899 -0.83 -0.13 -0.04
F -3.2399 -6.9717 5.6376 -0.05 -0.27 0.66
C -2.6635 -5.9845 4.9311 0.81 0.51 -0.42
C -2.0825 -6.3407 3.7128 -0.34 0.50 -0.04
C -1.6224 -5.3065 2.9271 0.60 0.17 -0.57
C -1.7743 -3.9165 3.2868 -0.69 -0.86 -0.50
C -1.5955 -2.9074 2.3313 0.15 -0.13 1.39
C -2.3041 -3.6023 4.5733 0.50 -2.59 0.39
C -2.6129 -4.6839 5.4391 -0.47 0.35 0.02
H -2.0650 -7.3836 3.3879 0.05 0.36 0.15
H -1.1071 -5.5514 1.9759 -0.51 0.28 0.55
H -1.7197 -1.9168 2.7110 -0.17 0.66 -0.24
H -1.3022 -3.0836 1.3310 0.24 -0.17 -0.82
H -2.4560 -2.5839 4.8315 0.01 0.75 0.41
H -2.8747 -4.5800 6.5151 -0.14 0.29 -1.03
B -4.7636 1.4427 4.0530 0.07 -0.14 0.86
C -3.6788 0.3327 4.4895 1.55 -2.16 -0.43
N -2.8396 -0.4920 4.6233 -1.90 2.15 0.01
H -5.9301 1.1088 4.2889 0.39 -0.33 -0.46
H -4.5896 2.3119 4.8721 0.20 0.59 -0.05
H -4.4698 1.7645 2.9160 -0.26 0.02 0.09
```
Forces are in eV/Å.


Which of these has the highest energy relative to the best compared isomer or geometry (same formula, charge and spin)?
C44H46BFN8NaO2S


Which of these has the highest energy relative to the best compared isomer or geometry (same formula, charge and spin)?
C44H46BFN8NaO2S